# 1
Below is a single C21H26N2O6S molecule at a distorted geometry, with properties calculated with ωB97M-V/def2-TZVPD.

ORCA input file:
```
! wB97M-V def2-TZVPD RIJCOSX def2/J DEFGRID3
* xyz 0 1
C -5.540 3.050 1.476
C -6.663 2.960 0.454
O -6.991 1.595 0.160
C -6.220 0.967 -0.725
O -5.290 1.454 -1.304
C -6.701 -0.472 -0.915
O -5.736 -1.276 -1.541
C -4.535 -1.451 -0.931
C -3.576 -2.142 -1.677
C -2.325 -2.382 -1.149
C -2.026 -1.935 0.126
S -0.406 -2.195 0.829
O 0.379 -2.968 -0.095
O -0.538 -2.684 2.171
N 0.106 -0.596 0.938
C 1.047 -0.314 2.003
C 2.462 -0.729 1.603
N 2.834 -0.039 0.382
C 4.196 0.137 0.119
C 4.995 0.782 1.070
C 6.327 1.028 0.832
C 6.918 0.651 -0.374
O 8.247 0.949 -0.511
C 8.890 0.583 -1.705
C 6.135 0.019 -1.329
C 4.796 -0.237 -1.079
C 1.951 -0.404 -0.707
C 0.515 -0.023 -0.325
C -2.965 -1.261 0.878
C -4.224 -1.017 0.358
H -5.355 4.091 1.721
H -5.812 2.516 2.384
H -4.629 2.618 1.069
H -7.587 3.393 0.839
H -6.372 3.460 -0.476
H -7.558 -0.461 -1.596
H -7.027 -0.883 0.049
H -3.841 -2.473 -2.668
H -1.570 -2.915 -1.704
H 0.714 -0.873 2.878
H 1.010 0.760 2.209
H 3.165 -0.486 2.398
H 2.467 -1.822 1.449
H 4.559 1.109 2.002
H 6.939 1.525 1.569
H 8.869 -0.501 -1.860
H 8.444 1.082 -2.573
H 9.923 0.910 -1.597
H 6.551 -0.292 -2.274
H 4.227 -0.752 -1.838
H 2.233 0.157 -1.600
H 1.982 -1.482 -0.921
H -0.183 -0.372 -1.088
H 0.434 1.065 -0.236
H -2.700 -0.937 1.871
H -4.947 -0.489 0.959
*
```

Results
Kohn-Sham gap: 8.026 eV
Highest occupied orbital energy: -7.4 eV
SMILES: CCOC(=O)COc1ccc(S(=O)(=O)N2CCN(c3ccc(OC)cc3)CC2)cc1
Relative energy (zero: lowest compared OMol25 entry of this formula, charge and spin): 1.8865 eV
Molecular weight: 434.51 g mol⁻¹
F_max: 1.02 eV Å⁻¹



# 2
Below is 6 unconnected molecules or ions with the total composition C38H36F5N2O3 at a distorted geometry, with properties calculated with ωB97M-V/def2-TZVPD.

ORCA input file:
```
! wB97M-V def2-TZVPD RIJCOSX def2/J DEFGRID3
* xyz 1 1
C -5.407 -3.445 -4.783
N -5.882 -3.178 -6.175
C -4.777 -2.959 -7.135
C -3.966 -1.585 -6.937
C -4.782 -0.255 -7.025
C -4.010 1.092 -6.883
C -4.914 2.432 -7.028
O -5.325 3.084 -6.047
O -5.242 2.777 -8.384
C -2.471 1.106 -6.636
C -1.775 -0.293 -6.572
N -2.520 -1.538 -6.720
O -1.756 -2.661 -6.675
H -6.206 -4.076 -4.234
H -5.230 -2.472 -4.205
H -4.446 -4.080 -4.836
H -6.605 -2.450 -6.220
H -5.256 -2.909 -8.187
H -4.019 -3.814 -7.156
H -5.912 -0.269 -7.221
H -5.139 1.939 -8.908
H -1.887 2.091 -6.533
H -0.640 -0.299 -6.408
H -2.221 -3.369 -6.172
F -2.016 -3.632 -1.910
C -1.103 -2.652 -2.002
C 0.050 -2.721 -1.235
C 0.999 -1.708 -1.335
C 0.779 -0.632 -2.193
C -0.385 -0.571 -2.953
C -1.329 -1.589 -2.862
H 0.201 -3.562 -0.568
H 1.909 -1.756 -0.746
H 1.517 0.160 -2.266
H -0.557 0.270 -3.617
H -2.237 -1.562 -3.454
F 0.778 1.909 -0.046
C 1.474 1.582 1.055
C 2.860 1.638 1.028
C 3.580 1.303 2.171
C 2.907 0.906 3.323
C 1.517 0.848 3.338
C 0.796 1.193 2.199
H 3.368 1.941 0.120
H 4.664 1.351 2.163
H 3.470 0.641 4.212
H 0.995 0.534 4.236
H -0.288 1.162 2.196
F 0.143 -0.259 6.360
C -0.301 -1.477 6.010
C 0.592 -2.407 5.498
C 0.133 -3.671 5.141
C -1.216 -3.987 5.288
C -2.104 -3.044 5.798
C -1.644 -1.784 6.166
H 1.637 -2.142 5.383
H 0.824 -4.408 4.747
H -1.574 -4.971 5.004
H -3.155 -3.290 5.908
H -2.320 -1.041 6.573
F 4.091 -1.335 5.267
C 4.532 -1.008 6.494
C 3.631 -0.546 7.440
C 4.086 -0.213 8.712
C 5.439 -0.335 9.019
C 6.336 -0.796 8.059
C 5.879 -1.140 6.791
H 2.582 -0.449 7.181
H 3.388 0.143 9.463
H 5.794 -0.071 10.010
H 7.390 -0.887 8.299
H 6.562 -1.509 6.034
F 4.495 7.102 0.154
C 3.325 6.500 -0.106
C 2.145 7.210 0.050
C 0.932 6.587 -0.224
C 0.912 5.258 -0.641
C 2.103 4.553 -0.790
C 3.318 5.179 -0.526
H 2.179 8.240 0.384
H 0.002 7.135 -0.112
H -0.035 4.771 -0.851
H 2.086 3.518 -1.111
H 4.255 4.649 -0.645
*
```

Results
Kohn-Sham gap: 5.275 eV
Highest occupied orbital energy: -10.4 eV
Relative energy (zero: lowest compared OMol25 entry of this formula, charge and spin): 4.5104 eV
Molecular weight: 663.71 g mol⁻¹
F_max: 5.48 eV Å⁻¹



# 3
Below is a molecular structure, C64H152F18N16O40S6 at a distorted geometry, with properties calculated with ωB97M-V/def2-TZVPD.

ORCA input file:
```
! wB97M-V def2-TZVPD RIJCOSX def2/J DEFGRID3
* xyz 2 1
C -0.981 0.360 -1.042
C 0.307 0.954 -0.409
N 0.519 0.550 1.077
C 1.811 1.229 1.440
C -0.709 1.175 1.828
C -0.660 1.357 3.311
C 0.475 -0.939 1.302
C 1.567 -1.670 0.554
O 1.156 -2.020 -0.756
C 2.221 -2.573 -1.488
H -0.804 -0.680 -1.239
H -1.104 0.901 -2.055
H -1.820 0.437 -0.419
H 0.211 2.040 -0.421
H 1.229 0.650 -1.003
H 2.194 0.785 2.313
H 1.477 2.210 1.781
H 2.431 1.189 0.542
H -1.546 0.510 1.512
H -0.807 2.193 1.371
H -1.446 2.048 3.570
H 0.249 1.888 3.654
H -0.827 0.425 3.901
H -0.502 -1.200 0.940
H 0.483 -1.049 2.358
H 1.926 -2.480 1.173
H 2.479 -1.091 0.495
H 2.725 -3.404 -0.910
H 2.992 -1.841 -1.829
H 1.737 -3.005 -2.347
C -0.377 -4.561 0.053
C -1.025 -5.712 -0.748
N -1.262 -6.983 0.050
C -2.054 -7.895 -0.904
C 0.081 -7.600 0.265
C 0.044 -9.056 0.763
C -2.000 -6.769 1.385
C -3.341 -6.011 1.186
O -4.344 -7.002 0.803
C -5.609 -6.487 0.694
H -0.906 -4.451 1.039
H -0.470 -3.720 -0.549
H 0.722 -4.801 0.081
H -0.498 -6.042 -1.646
H -2.067 -5.431 -0.978
H -2.955 -7.329 -1.199
H -2.311 -8.818 -0.392
H -1.327 -8.011 -1.735
H 0.577 -6.989 1.021
H 0.681 -7.497 -0.635
H -0.345 -9.062 1.776
H 1.045 -9.498 0.771
H -0.648 -9.760 0.211
H -1.364 -6.144 1.976
H -2.149 -7.797 1.829
H -3.208 -5.239 0.460
H -3.665 -5.528 2.158
H -5.734 -5.738 -0.135
H -5.954 -6.076 1.636
H -6.167 -7.362 0.483
C -0.836 2.881 8.461
O -2.057 2.873 7.732
C -2.847 3.945 8.036
C -4.074 3.823 7.072
N -3.621 4.097 5.708
H -2.979 4.886 5.661
H -3.019 3.288 5.471
C -4.621 4.332 4.580
C -4.961 2.939 3.913
O -3.835 2.109 3.985
C -4.271 0.807 3.501
H -0.974 2.113 9.264
H -0.484 3.815 8.872
H -0.056 2.420 7.828
H -2.257 4.881 7.803
H -3.183 3.940 9.098
H -4.851 4.446 7.452
H -4.434 2.837 6.985
H -4.113 5.053 3.975
H -5.484 4.830 5.029
H -5.300 3.163 2.883
H -5.767 2.538 4.571
H -4.298 1.034 2.425
H -5.242 0.536 3.934
H -3.532 0.006 3.773
C 1.619 -0.105 -3.954
O 0.670 0.702 -4.637
C 0.733 0.382 -6.003
C 1.710 1.143 -6.837
N 1.421 2.571 -6.921
H 0.553 2.740 -7.399
H 1.269 3.045 -6.038
C 2.436 3.425 -7.703
C 1.738 4.775 -7.887
O 0.313 4.497 -8.141
C -0.509 5.653 -8.102
H 1.168 -0.975 -3.509
H 2.085 0.520 -3.224
H 2.435 -0.475 -4.563
H -0.251 0.500 -6.476
H 1.116 -0.629 -6.118
H 1.866 0.771 -7.857
H 2.706 1.110 -6.357
H 2.733 2.934 -8.671
H 3.288 3.470 -7.062
H 2.275 5.282 -8.686
H 1.778 5.328 -6.956
H -0.663 5.983 -9.092
H -0.089 6.435 -7.427
H -1.480 5.325 -7.681
C 8.504 0.235 0.959
O 7.542 0.933 1.710
C 6.276 1.055 1.123
C 5.357 1.948 1.931
N 5.928 1.840 3.316
H 5.654 0.890 3.682
H 6.931 1.748 3.219
C 5.610 2.978 4.322
C 6.258 2.589 5.666
O 7.650 2.442 5.481
C 8.235 2.180 6.760
H 9.295 -0.140 1.627
H 8.976 1.013 0.276
H 7.998 -0.573 0.455
H 5.787 0.088 1.119
H 6.307 1.458 0.095
H 4.338 1.655 1.933
H 5.338 2.980 1.633
H 4.564 3.160 4.296
H 6.156 3.795 3.899
H 5.841 1.631 5.997
H 5.997 3.385 6.412
H 9.204 1.909 6.429
H 7.635 1.555 7.338
H 8.358 3.116 7.365
C -3.029 -4.773 5.826
O -1.708 -4.362 5.497
C -1.579 -2.990 5.170
C -0.167 -2.623 5.523
N 0.769 -3.702 5.054
H 1.807 -3.513 5.175
H 0.592 -4.598 5.514
C 0.498 -4.081 3.542
C 1.624 -4.898 2.973
O 1.672 -6.140 3.682
C 2.968 -6.761 3.656
H -3.412 -4.406 6.776
H -3.109 -5.853 5.847
H -3.742 -4.412 5.116
H -2.182 -2.385 5.807
H -1.833 -2.830 4.155
H -0.063 -2.463 6.624
H 0.120 -1.705 5.018
H 0.263 -3.187 2.990
H -0.422 -4.708 3.644
H 2.577 -4.308 3.018
H 1.377 -5.045 1.888
H 3.731 -6.082 3.983
H 3.140 -7.084 2.646
H 2.791 -7.481 4.390
C 6.128 -1.868 -3.412
O 5.227 -2.829 -2.866
C 5.925 -3.908 -2.318
C 6.140 -4.955 -3.401
N 4.809 -5.572 -3.799
H 4.359 -5.924 -2.921
H 4.204 -4.893 -4.265
C 4.957 -6.706 -4.872
C 3.512 -6.872 -5.422
O 2.690 -7.390 -4.370
C 1.349 -6.745 -4.439
H 6.707 -2.231 -4.244
H 6.833 -1.382 -2.702
H 5.492 -1.109 -3.873
H 5.407 -4.368 -1.460
H 6.870 -3.557 -1.825
H 6.742 -5.790 -3.042
H 6.612 -4.447 -4.289
H 5.247 -7.644 -4.341
H 5.709 -6.307 -5.557
H 3.628 -7.509 -6.308
H 3.241 -5.858 -5.687
H 0.798 -7.049 -3.591
H 0.800 -7.210 -5.261
H 1.485 -5.697 -4.602
C -1.652 4.485 -1.648
O -2.675 5.459 -1.393
C -3.439 5.322 -0.242
C -3.576 6.679 0.388
N -2.266 7.372 0.458
H -1.702 6.876 1.190
H -1.779 7.403 -0.455
C -2.547 8.791 0.903
C -1.308 9.642 0.723
O -0.559 9.107 -0.362
C -0.903 9.663 -1.605
H -0.780 4.865 -1.150
H -1.468 4.452 -2.714
H -1.979 3.497 -1.437
H -3.054 4.643 0.537
H -4.428 4.951 -0.389
H -4.006 6.649 1.380
H -4.229 7.331 -0.135
H -2.914 8.752 1.922
H -3.311 9.044 0.242
H -0.634 9.661 1.602
H -1.567 10.687 0.533
H -0.338 9.064 -2.338
H -0.771 10.739 -1.575
H -1.947 9.421 -1.886
C -1.621 -2.570 -5.375
O -2.662 -2.005 -4.532
C -2.518 -2.410 -3.233
C -3.564 -1.779 -2.337
N -4.894 -1.802 -3.001
H -5.056 -0.841 -3.341
H -5.022 -2.462 -3.801
C -6.144 -2.188 -2.142
C -7.403 -2.096 -2.986
O -7.293 -2.993 -4.124
C -8.289 -2.708 -5.144
H -1.917 -2.386 -6.423
H -1.518 -3.691 -5.201
H -0.674 -2.142 -5.054
H -1.579 -2.131 -2.751
H -2.522 -3.513 -3.187
H -3.311 -0.736 -2.392
H -3.658 -2.200 -1.327
H -6.157 -1.525 -1.291
H -5.884 -3.198 -1.806
H -7.621 -1.087 -3.415
H -8.283 -2.360 -2.350
H -8.576 -1.645 -5.061
H -9.158 -3.299 -4.903
H -7.876 -3.025 -6.108
N 3.440 -3.108 -5.926
O 2.982 -2.036 -6.433
O 2.879 -3.613 -4.946
O 4.461 -3.746 -6.261
N 3.647 -1.200 4.439
O 4.574 -0.554 3.936
O 3.594 -1.341 5.673
O 2.776 -1.705 3.651
N -2.801 -2.207 1.378
O -2.124 -2.679 2.313
O -3.202 -1.017 1.419
O -2.995 -2.945 0.333
N 3.241 -6.328 -0.822
O 2.831 -6.626 0.335
O 4.415 -6.573 -1.167
O 2.394 -5.814 -1.662
C -5.027 2.023 -1.685
F -5.473 1.217 -2.664
F -3.651 1.907 -1.642
F -5.380 3.300 -1.893
S -5.981 1.439 -0.192
O -5.634 0.057 -0.218
O -5.409 2.143 0.913
N -7.408 2.062 -0.387
S -8.390 1.504 -1.427
O -7.877 0.629 -2.504
O -9.645 1.161 -0.817
C -8.772 3.108 -2.423
F -8.068 3.203 -3.538
F -10.065 3.139 -2.679
F -8.416 4.171 -1.695
C 1.749 4.790 -3.972
F 2.799 4.531 -4.768
F 1.370 6.051 -4.313
F 0.750 3.972 -4.162
S 2.378 4.908 -2.111
O 3.388 5.894 -2.265
O 1.165 5.111 -1.357
N 2.815 3.400 -1.957
S 4.240 3.028 -1.353
O 5.015 4.047 -0.724
O 4.069 1.741 -0.729
C 5.255 2.689 -2.870
F 6.423 2.127 -2.286
F 4.666 1.743 -3.658
F 5.572 3.756 -3.557
C -0.896 7.410 5.487
F -0.177 8.433 5.144
F -0.542 6.887 6.600
F -2.205 7.680 5.621
S -0.693 6.180 4.071
O -1.408 5.037 4.563
O -1.331 6.866 2.956
N 0.775 5.964 3.914
S 1.439 4.861 3.012
O 2.316 4.027 3.751
O 0.650 4.249 1.963
C 2.583 5.884 1.944
F 3.014 4.894 1.157
F 1.908 6.852 1.294
F 3.560 6.412 2.610
*
```

Results
Kohn-Sham gap: 8.582 eV
Highest occupied orbital energy: -11.4 eV
Molecular weight: 2320.36 g mol⁻¹
F_max: 4.87 eV Å⁻¹